[1]
The following is a quantum chemistry calculation of a molecular structure, C28H20BBrF4IPRhSbSe4, from the Open Molecules 2025 dataset.

Computed properties:
- Orbital gap (alpha / beta): 5.8 / 5.3 eV
- Net charge: -2
- M: 1221.56 g mol⁻¹
- Spin multiplicity: 5
- Expectation value of S²: 6.04
- E_LUMO (alpha / beta): 3.705 / 3.143 eV

Structure (XYZ):
```
62
Properties=species:S:1:pos:R:3:forces:R:3
Rh -0.20145 0.62566 0.20677 0.572 0.186 -0.361
C 4.01326 -4.08713 -0.15350 -0.033 0.058 -0.013
C 3.46264 -3.22146 -1.09180 0.055 -0.022 0.106
C 2.76136 -2.10380 -0.67307 0.032 0.048 -0.117
C 2.61189 -1.82996 0.68766 -0.015 0.044 -0.081
C 3.16487 -2.69678 1.61980 0.010 -0.099 0.208
C 3.86052 -3.82436 1.20042 -0.020 0.016 -0.035
P 1.72366 -0.28422 1.07825 -0.356 0.435 -0.051
C 1.59759 -0.23343 2.89435 0.233 -0.179 0.002
C 0.80624 -1.19363 3.52466 -0.097 -0.019 -0.020
C 0.58865 -1.14516 4.89358 -0.015 -0.031 -0.013
C 1.16255 -0.13062 5.64756 0.050 0.062 -0.033
C 1.94573 0.83470 5.02724 -0.096 -0.114 0.013
C 2.16269 0.78441 3.65676 -0.011 0.005 -0.004
C 2.99365 0.93717 0.58494 -0.321 -0.056 -0.085
C 4.30152 0.90465 0.97602 0.272 0.045 0.072
C 5.22525 1.82076 0.42414 -0.131 -0.055 0.003
C 4.81464 2.69880 -0.54148 -0.076 -0.018 -0.028
C 3.46934 2.72734 -0.99017 0.161 0.228 -0.143
C 3.03831 3.57966 -2.04093 0.029 -0.118 0.115
C 1.73832 3.52637 -2.45095 -0.069 -0.029 0.000
C 0.79757 2.67676 -1.81805 -0.220 0.009 -0.060
C 1.14286 1.85067 -0.78204 0.321 -0.147 0.283
C 2.52986 1.86067 -0.39146 -0.252 -0.235 0.128
H 4.54706 -4.97088 -0.47807 0.016 -0.030 -0.008
H 3.55607 -3.42250 -2.15015 0.008 -0.026 -0.034
H 2.31733 -1.44197 -1.41219 -0.043 0.011 0.012
H 3.04546 -2.49822 2.68031 0.019 -0.008 -0.077
H 4.27889 -4.49907 1.93678 0.007 -0.020 0.009
H 0.30833 -1.96012 2.93776 0.036 0.011 -0.004
H -0.07791 -1.86651 5.34991 0.042 0.039 0.002
H 0.97103 -0.07468 6.71175 -0.007 0.001 0.010
H 2.36868 1.64381 5.60915 0.021 0.023 -0.003
H 2.74476 1.55850 3.17576 0.028 0.011 -0.031
H 4.64090 0.16769 1.69717 -0.019 0.001 -0.014
H 6.25972 1.80715 0.74535 0.006 -0.017 0.013
H 5.52713 3.37856 -0.99708 -0.002 0.021 -0.007
H 3.75491 4.24034 -2.51554 0.004 0.019 -0.011
H 1.40939 4.15143 -3.27358 -0.022 -0.001 0.000
H -0.23120 2.67754 -2.16508 0.074 0.046 -0.040
Se -3.17637 -1.33618 4.82626 -0.311 -0.252 0.193
Sb -2.42716 0.50561 3.41425 0.124 0.457 -0.211
Se -0.64127 2.48289 1.52330 -0.078 0.189 0.035
Se -2.06262 -0.64404 1.10759 -0.093 -0.156 -0.038
Se -4.84291 1.15245 3.02471 0.113 -0.192 0.190
Br -0.78093 -7.17056 0.20137 0.065 0.025 0.048
C -1.85984 -6.25867 -1.06266 -0.084 -0.218 0.019
C -2.88194 -6.99087 -1.65541 -0.043 0.066 -0.061
C -3.70712 -6.39046 -2.59154 0.063 -0.016 0.057
C -3.50458 -5.06100 -2.93532 0.065 0.062 0.028
C -2.48641 -4.33443 -2.34144 0.002 -0.103 0.020
C -1.65266 -4.93074 -1.39088 -0.239 0.245 -0.215
I -0.19287 -3.71430 -0.58292 0.236 -0.040 0.160
H -3.02470 -8.02444 -1.37518 0.004 -0.033 0.015
H -4.50356 -6.96396 -3.04674 -0.028 -0.013 -0.017
H -4.13573 -4.57534 -3.66681 -0.031 -0.006 -0.024
H -2.31047 -3.30173 -2.61571 -0.010 0.031 -0.038
F -1.25454 -1.68328 -3.76572 -0.106 -0.123 0.004
B -0.63165 -0.46348 -3.42471 -0.096 -0.095 -0.286
F -0.77953 -0.25999 -2.03379 -0.044 -0.045 0.500
F 0.72395 -0.53434 -3.74284 0.312 0.004 -0.008
F -1.24955 0.58766 -4.10770 -0.012 0.115 -0.073
```
Forces are in eV/Å.



[2]
The following is a quantum chemistry calculation of 2 unconnected molecules or ions with the total composition C5H8O2, from the Open Molecules 2025 dataset.

Computed properties:
- Orbital gap (alpha / beta): 7.7 / 7.7 eV
- M: 100.12 g mol⁻¹
- E_LUMO (alpha / beta): 0.730 / 0.730 eV

Structure (XYZ):
```
15
Properties=species:S:1:pos:R:3:forces:R:3
C 2.12974 0.76807 -0.29048 -1.352 -2.439 1.923
C -1.74687 0.14011 0.66298 -0.233 -0.058 0.005
C -0.93552 1.07049 -0.17315 -0.018 -0.039 -0.025
C -0.66053 -0.41187 -0.23095 -0.290 -0.054 -0.140
C 0.57494 -0.96776 0.34480 2.291 2.368 -1.086
O 2.94041 1.14875 0.48829 -0.118 0.189 -0.525
O 1.07499 -2.14002 -0.12605 -0.346 -0.277 -0.040
H 1.99333 1.13735 -1.31729 0.036 0.337 -0.522
H -1.56653 0.13414 1.72667 0.102 -0.049 0.083
H -2.77607 -0.04375 0.39239 -0.047 -0.002 -0.049
H -1.39281 1.54029 -1.03032 -0.089 -0.039 -0.068
H -0.19833 1.68150 0.32597 0.081 -0.019 0.082
H -0.98882 -0.91748 -1.13499 -0.039 0.033 0.029
H 0.75924 -0.85367 1.40191 -0.028 -0.062 0.133
H 0.79284 -2.28614 -1.03977 0.049 0.111 0.200
```
Forces are in eV/Å.